Entry from OMol25: C35H47AsFeN4O2Te as an isolated structure at a distorted geometry (ωB97M-V with the def2-TZVPD basis set).

```
91
Properties=species:S:1:pos:R:3
Fe 0.047 1.091 0.507
C 4.884 -2.895 3.209
C 4.134 -1.807 2.474
C 4.530 -1.374 1.230
C 3.886 -0.295 0.596
C 4.329 0.316 -0.602
N 4.742 -0.317 -1.652
C 4.290 -1.675 -2.017
C 3.220 -1.573 -3.106
C 2.045 -0.657 -2.737
N 0.981 -0.848 -3.724
C 0.177 0.063 -4.194
C -0.036 1.375 -3.732
C -0.361 2.324 -4.741
C -0.496 3.654 -4.476
C -0.820 4.668 -5.547
C -0.355 4.035 -3.129
C -0.162 3.154 -2.084
C -0.226 3.736 -0.740
N -0.406 3.131 0.366
C -0.659 3.997 1.533
C -0.047 3.497 2.829
C -0.517 2.096 3.217
N 0.287 1.136 2.455
C 1.207 0.527 3.088
C 2.313 -0.162 2.432
C 3.041 -1.151 3.067
C 2.712 0.279 1.141
O 2.027 1.068 0.405
C -0.022 1.754 -2.344
O 0.008 0.879 -1.435
H 5.439 -3.529 2.519
H 4.202 -3.529 3.777
H 5.600 -2.470 3.916
H 5.407 -1.822 0.768
H 4.315 1.404 -0.663
H 5.127 0.242 -2.403
H 3.880 -2.143 -1.127
H 5.130 -2.268 -2.368
H 2.857 -2.590 -3.278
H 3.675 -1.232 -4.041
H 2.323 0.397 -2.772
H 1.682 -0.846 -1.728
H 0.976 -1.735 -4.206
H -0.333 -0.232 -5.109
H -0.446 1.979 -5.768
H -0.580 4.288 -6.540
H -0.267 5.595 -5.396
H -1.884 4.916 -5.535
H -0.450 5.091 -2.885
H -0.202 4.829 -0.732
H -1.744 4.053 1.659
H -0.308 5.011 1.332
H -0.307 4.196 3.624
H 1.042 3.491 2.743
H -1.568 1.968 2.958
H -0.406 1.939 4.292
H 1.221 0.576 4.180
H 2.742 -1.446 4.072
C -3.569 1.982 0.510
As -2.308 0.499 0.630
C -2.894 -0.458 -0.954
C -3.020 -0.363 2.251
C -3.824 -1.633 2.146
C -4.965 -1.712 1.347
C -5.736 -2.865 1.316
C -5.389 -3.957 2.100
C -4.276 -3.880 2.925
C -3.505 -2.725 2.948
H -4.584 1.599 0.412
H -3.329 2.588 -0.363
H -3.517 2.608 1.399
H -3.827 -0.992 -0.804
H -2.127 -1.151 -1.284
H -3.033 0.302 -1.722
H -3.638 0.418 2.700
H -2.162 -0.509 2.907
H -5.282 -0.849 0.774
H -6.620 -2.905 0.692
H -5.998 -4.852 2.087
H -4.016 -4.714 3.565
H -2.656 -2.662 3.619
C -0.664 -3.451 -0.646
Te 0.523 -2.077 0.467
C 0.304 -3.203 2.254
H -0.155 -4.413 -0.638
H -0.768 -3.097 -1.671
H -1.647 -3.536 -0.186
H -0.749 -3.428 2.382
H 0.669 -2.608 3.091
H 0.887 -4.116 2.164
```

Computed properties:
* HOMO-LUMO gap (alpha / beta): 7.019 / 6.993 eV
* total charge: +2
* DFT total energy: -149619.5314 eV